ORCA calculation (the ωB97M-V functional and the def2-TZVPD basis) on a molecular structure, C16H39F6KN2Sb2.

Properties
E_LUMO (alpha / beta) ... -2.610 / -4.746 eV
Energy ... -2422.0786 hartree
Frontier orbital gap (alpha / beta) ... 8.8 / 7.7 eV
HOMO (alpha / beta) ... -11.397 / -12.494 eV
Expectation value of S² ... 0.75

Geometry as ORCA input:
```
! RIJCOSX wB97M-V def2-TZVPD def2/J DEFGRID3
* xyz 1 2
K -2.189 0.015 1.293
C -5.603 -2.957 2.623
C -4.221 -3.254 3.195
C -3.685 -4.560 2.624
C -4.287 -3.315 4.720
N -3.359 -2.136 2.723
N -2.003 -2.117 3.189
H -6.311 -3.729 2.924
H -5.572 -2.922 1.534
H -5.985 -2.001 2.991
H -4.376 -5.372 2.848
H -2.721 -4.833 3.059
H -3.578 -4.490 1.540
H -4.977 -4.097 5.036
H -4.646 -2.369 5.135
H -3.319 -3.548 5.167
H -3.783 -1.284 3.071
H -1.550 -2.943 2.816
H -1.965 -2.192 4.204
F -0.266 1.703 0.714
Sb -1.268 3.339 1.074
F -1.512 2.611 2.797
F -1.035 3.705 -0.757
F -2.125 4.954 1.402
F -2.906 2.463 0.634
F 0.417 4.061 1.484
C 3.359 2.461 -3.381
C 2.166 2.777 -2.485
C 0.950 3.148 -3.329
C 2.496 3.892 -1.498
Sb 1.624 1.013 -1.295
C 3.208 0.415 0.098
C 3.095 1.419 1.247
C 4.567 0.508 -0.583
C 2.942 -0.996 0.607
C 0.651 -0.522 -2.534
C -0.773 -0.012 -2.771
C 1.404 -0.678 -3.851
C 0.615 -1.839 -1.771
H 3.584 3.361 -3.963
H 3.152 1.661 -4.093
H 4.256 2.207 -2.820
H 1.179 4.080 -3.855
H 0.060 3.323 -2.727
H 0.736 2.397 -4.091
H 2.690 4.803 -2.072
H 3.396 3.679 -0.919
H 1.674 4.105 -0.813
H 3.249 2.448 0.923
H 3.869 1.186 1.985
H 2.127 1.368 1.747
H 4.811 1.531 -0.867
H 4.646 -0.133 -1.462
H 5.329 0.182 0.132
H 1.939 -1.107 1.022
H 3.651 -1.202 1.414
H 3.094 -1.753 -0.162
H -0.796 0.943 -3.292
H -1.328 0.114 -1.835
H -1.312 -0.739 -3.386
H 1.376 0.232 -4.450
H 0.920 -1.467 -4.437
H 2.445 -0.972 -3.706
H 0.187 -1.734 -0.771
H 1.601 -2.291 -1.674
H -0.015 -2.542 -2.325
*
```


ORCA calculation (the ωB97M-V functional and the def2-TZVPD basis) on 2 unconnected molecules or ions with the total composition C5H7NO.

Properties
E_LUMO ... 0.822 eV
Energy ... -324.6003 hartree
Structure (SMILES) ... O=C1CC1.C=C=N
Frontier orbital gap ... 10.0 eV
HOMO ... -9.157 eV
Energy relative to the best compared isomer or geometry (same formula, charge and spin) ... 326.0 kJ/mol

Geometry as ORCA input:
```
! RIJCOSX wB97M-V def2-TZVPD def2/J DEFGRID3
* xyz 0 1
O -0.311 1.829 0.377
C -0.882 0.776 0.259
C 1.659 -0.864 -0.630
C 2.100 0.283 -0.164
N 2.545 1.333 0.273
C -1.740 -0.090 -0.563
C -1.379 -0.442 0.907
H 1.816 1.978 0.592
H 1.585 -1.716 0.035
H 1.486 -0.981 -1.692
H -2.753 0.241 -0.781
H -1.286 -0.728 -1.317
H -0.695 -1.274 1.033
H -2.145 -0.344 1.672
*
```


ORCA calculation (the ωB97M-V functional and the def2-TZVPD basis) on 2 unconnected molecules or ions with the total composition C6H4Br2.

Properties
E_LUMO (alpha / beta) ... -3.497 / -3.493 eV
Energy ... -5378.7006 hartree
Frontier orbital gap (alpha / beta) ... 4.8 / 4.8 eV
HOMO (alpha / beta) ... -8.315 / -8.326 eV
Energy relative to the best compared isomer or geometry (same formula, charge and spin) ... 661.3 kJ/mol

Geometry as ORCA input:
```
! RIJCOSX wB97M-V def2-TZVPD def2/J DEFGRID3
* xyz 0 1
C -0.547 -4.449 -0.258
C -0.491 -3.224 -0.218
C 0.192 0.769 0.719
C 0.888 -0.226 0.544
C -0.665 1.915 0.832
C 1.780 -1.217 0.321
Br -1.447 2.410 -0.968
Br 2.192 -2.377 1.723
H -0.745 -5.505 -0.307
H -0.210 2.806 1.298
H -1.701 1.618 1.347
H 1.683 -1.636 -0.606
*
```


ORCA calculation (the ωB97M-V functional and the def2-TZVPD basis) on a molecular structure, C19H42NOP3ReSe.

Properties
E_LUMO (alpha / beta) ... -13.107 / -14.615 eV
Energy ... -4381.3327 hartree
Frontier orbital gap (alpha / beta) ... 7.6 / 6.0 eV
HOMO (alpha / beta) ... -20.669 / -20.602 eV
Energy relative to the best compared isomer or geometry (same formula, charge and spin) ... 140.2 kJ/mol
Expectation value of S² ... 3.80

Geometry as ORCA input:
```
! RIJCOSX wB97M-V def2-TZVPD def2/J DEFGRID3
* xyz 4 4
Re 0.697 0.274 -0.011
P 0.572 2.026 -1.467
P -1.538 -0.434 -0.319
P 1.512 -1.294 -1.491
H 3.322 2.222 1.743
C 2.935 1.835 0.795
C 2.566 0.420 0.723
H 2.600 -0.165 1.658
C 0.133 3.650 -0.720
C -0.657 2.005 -2.875
C 2.082 2.480 -2.425
C -1.947 -1.720 0.888
C -2.823 0.818 0.011
C -2.124 -1.188 -1.884
C 3.355 -1.580 -1.570
C 1.125 -1.149 -3.302
C 0.972 -2.992 -1.074
H 3.380 2.312 -0.073
H 2.957 -0.151 -0.154
H 0.819 3.847 0.125
H -0.929 3.612 -0.396
H 0.236 4.452 -1.481
H -1.678 1.894 -2.484
H -0.425 1.221 -3.610
H -0.623 2.965 -3.407
H 2.948 2.511 -1.766
H 1.969 3.466 -2.887
H 2.307 1.827 -3.277
H -2.894 -2.210 0.608
H -2.030 -1.253 1.880
H -1.146 -2.470 0.951
H -3.797 0.471 -0.363
H -2.602 1.790 -0.453
H -2.885 0.968 1.095
H -3.168 -1.478 -1.737
H -1.559 -2.082 -2.152
H -2.089 -0.496 -2.730
H 3.537 -2.405 -2.256
H 3.726 -1.884 -0.587
H 3.902 -0.696 -1.919
H 1.616 -1.968 -3.836
H 1.490 -0.232 -3.778
H 0.064 -1.235 -3.547
H 1.447 -3.672 -1.789
H -0.116 -3.114 -1.122
H 1.343 -3.216 -0.064
C 3.300 -2.587 3.353
C 4.424 -1.884 2.869
C 5.460 -2.608 2.287
C 5.349 -3.975 2.076
C 4.102 -4.590 2.256
C 3.042 -3.867 2.824
Se 2.010 -1.689 4.398
H 2.926 -0.589 4.833
H 4.482 -0.797 2.941
H 6.383 -2.079 1.997
H 6.228 -4.549 1.753
H 3.980 -5.635 1.970
H 2.027 -4.283 2.845
C 0.445 1.977 3.833
C -0.379 2.036 2.586
N -1.475 2.822 2.667
O -0.154 1.433 1.517
H 0.785 2.985 4.052
H 1.284 1.292 3.710
H -0.186 1.655 4.657
H -2.113 2.906 1.881
H -1.694 3.297 3.537
*
```


ORCA calculation (the ωB97M-V functional and the def2-TZVPD basis) on a molecular structure, C5H8N2.

Properties
E_LUMO ... 0.734 eV
Energy ... -304.6047 hartree
Frontier orbital gap ... 8.6 eV
HOMO ... -7.834 eV
Energy relative to the best compared isomer or geometry (same formula, charge and spin) ... 605.9 kJ/mol

Geometry as ORCA input:
```
! RIJCOSX wB97M-V def2-TZVPD def2/J DEFGRID3
* xyz 0 1
N -0.817 -1.740 -0.350
C 0.413 -1.032 -0.135
C 1.195 -0.496 -1.237
N 1.756 0.023 -2.179
C 0.333 0.512 0.050
C 0.167 1.115 1.403
C -0.975 1.144 0.413
H -0.653 -2.684 -0.686
H -1.393 -1.250 -1.027
H 1.030 -1.516 0.628
H 1.264 0.848 -1.351
H 0.052 0.446 2.255
H 0.693 2.039 1.632
H -1.242 2.090 -0.053
H -1.824 0.500 0.638
*
```


ORCA calculation (the ωB97M-V functional and the def2-TZVPD basis) on 2 unconnected molecules or ions with the total composition C4H10O2.

Properties
E_LUMO ... 0.725 eV
Energy ... -308.7394 hartree
Frontier orbital gap ... 8.3 eV
HOMO ... -7.604 eV
Energy relative to the best compared isomer or geometry (same formula, charge and spin) ... 416.9 kJ/mol

Geometry as ORCA input:
```
! RIJCOSX wB97M-V def2-TZVPD def2/J DEFGRID3
* xyz 0 1
C -1.713 -0.984 -0.308
C -0.720 0.057 -0.710
C -1.053 1.409 -0.150
O 0.699 -0.389 0.727
C 1.841 -0.283 -0.122
O 3.007 -0.182 0.627
H -1.285 -1.990 -0.348
H -2.237 -0.846 0.655
H -2.468 -0.944 -1.109
H -1.735 1.847 -0.894
H -1.571 1.442 0.828
H -0.184 2.079 -0.126
H 0.722 0.367 1.335
H 1.792 -1.174 -0.754
H 1.774 0.609 -0.746
H 3.132 -1.019 1.094
*
```